(w)
Molecular formula: C3HNO3S
Method: DFT, ωB97M-V/def2-TZVPD

Element x y z (Å)
C 2.945 -0.343 0.493
C 3.229 0.908 0.280
C 0.361 -0.302 -1.103
N 0.264 0.416 -0.025
O 3.149 -1.415 1.012
O 2.885 2.087 0.288
O -0.380 -0.667 -2.045
S 2.274 -0.359 -1.532
H -0.635 0.736 0.198

Values from the calculation:
- LUMO energy (eV) = 6.585
- frontier orbital gap (Eh) = 0.1850
- total charge = -2
- HOMO energy (eV) = 1.550

***

(x)
Molecular formula: C3HNO3S
Method: DFT, ωB97M-V/def2-TZVPD

Element x y z (Å)
C -0.798 0.409 -0.385
C -0.015 -0.254 -1.277
C 1.039 -0.279 1.052
N -0.096 0.414 0.918
O -1.853 1.081 -0.428
O -0.872 -0.888 -3.131
O 1.728 -0.382 2.077
S 1.371 -1.014 -0.524
H -0.503 0.913 1.699

Values from the calculation:
- LUMO energy (spin up / spin down) (eV) = 6.095 / 6.093
- frontier orbital gap (spin up / spin down) (Eh) = 0.1659 / 0.1648
- total charge = -2
- HOMO energy (spin up / spin down) (eV) = 1.579 / 1.610

***

Which of them is the most stable? Correct choice: (w).